(1)
66
Properties=species:S:1:pos:R:3:nbo_charge:R:1 method="wB97M-V/def2-TZVPD" gap_ev=3.4 largest_force_ev_per_a=1.57 total_charge=-2 homo_energy_ev=0.83 relative_energy_kj_mol=215.6 total_energy_ev=-66922.66157
Pd 1.3655 0.7326 0.8129 -0.121
C -2.4138 1.7739 1.9135 -1.108
Si -0.5223 1.2640 2.1332 0.823
C -0.2057 2.1705 3.8581 -1.089
C -0.6490 -0.5884 2.8348 -0.415
C -1.7563 -0.8764 3.6266 -0.175
C -1.9597 -2.1153 4.2060 -0.278
C -1.0268 -3.1136 3.9974 -0.260
C 0.0805 -2.8474 3.2125 -0.237
C 0.2970 -1.6104 2.6131 -0.404
Si 1.9669 -1.4277 1.5386 0.860
C 3.2340 -1.9007 2.9707 -1.083
C 1.9687 -3.1312 0.5356 -1.094
H -2.8202 2.1783 2.8402 0.190
H -3.0289 0.9352 1.6014 0.218
H -2.5282 2.5444 1.1531 0.208
H -0.8401 1.7661 4.6451 0.190
H -0.4162 3.2370 3.7846 0.190
H 0.8299 2.0526 4.1691 0.210
H -2.4899 -0.0995 3.8060 0.176
H -2.8380 -2.2955 4.8220 0.176
H -1.1614 -4.0923 4.4515 0.176
H 0.8038 -3.6422 3.0677 0.183
H 3.0656 -2.9016 3.3640 0.185
H 3.1418 -1.2046 3.8004 0.212
H 4.2587 -1.8516 2.6138 0.201
H 2.0097 -4.0092 1.1781 0.184
H 2.8323 -3.1673 -0.1268 0.204
H 1.0810 -3.2139 -0.0898 0.212
O 3.9445 1.4711 0.9011 -0.981
S 4.1023 2.8469 0.4101 1.169
C 4.3873 2.7218 -1.4363 -0.591
C 2.9989 2.6008 -2.0169 -0.432
C 2.1515 3.6543 -1.3178 -0.420
C 2.3699 3.3867 0.1561 -0.641
H 5.0077 1.8483 -1.6177 0.229
H 4.9037 3.6327 -1.7376 0.188
H 2.6118 1.6149 -1.7282 0.243
H 2.9709 2.6743 -3.1058 0.202
H 1.0973 3.5229 -1.5750 0.236
H 2.4603 4.6683 -1.6027 0.176
H 1.7258 2.4595 0.4901 0.226
H 2.1492 4.2416 0.7946 0.218
Te 0.3796 0.0227 -1.5346 0.501
C -1.6006 -0.4315 -0.9438 -0.263
C -1.8732 -1.5003 -0.1061 -0.238
C -3.1804 -1.8963 0.1122 -0.207
C -4.2287 -1.2120 -0.4801 -0.244
C -3.9623 -0.0934 -1.2494 -0.248
C -2.6557 0.2839 -1.4873 -0.175
C -0.4905 -0.2675 -3.6871 -0.252
C -1.0555 0.7275 -4.4757 -0.277
C -1.5238 0.4623 -5.7527 -0.224
C -1.4111 -0.8146 -6.2778 -0.259
C -0.8005 -1.8096 -5.5298 -0.251
C -0.3502 -1.5295 -4.2519 -0.198
H -1.0597 -2.0146 0.3868 0.245
H -3.3879 -2.7568 0.7361 0.204
H -5.2500 -1.5443 -0.3337 0.188
H -4.7760 0.4874 -1.6683 0.189
H -2.4408 1.1469 -2.1023 0.197
H -1.1446 1.7317 -4.0780 0.198
H -1.9825 1.2485 -6.3471 0.186
H -1.7977 -1.0372 -7.2669 0.187
H -0.6841 -2.8053 -5.9498 0.189
H 0.1161 -2.3076 -3.6597 0.201



(2)
13
Properties=species:S:1:pos:R:3:nbo_charge:R:1 method="wB97M-V/def2-TZVPD" gap_ev=9.9 largest_force_ev_per_a=4.96 homo_energy_ev=-9.17 relative_energy_kj_mol=602.3 total_energy_ev=-11505.05129
C -2.2253 0.7664 0.9995 -0.372
C -1.9549 -0.0134 -0.0397 -0.382
C 1.7169 0.5979 -0.3287 0.306
N 1.6697 -0.6726 -0.0504 0.345
O 2.0476 -1.3059 -1.2354 -0.604
O 1.4513 -1.3924 0.8820 -0.446
F 1.3951 1.5159 0.5424 -0.292
H -1.6405 1.7564 1.2485 0.193
H 2.2959 -2.2874 -1.1895 0.508
H -3.1043 0.7384 1.4864 0.182
H -2.6400 -0.7802 -0.3897 0.191
H -1.0783 0.0343 -0.7119 0.185
H 2.0669 1.0427 -1.2136 0.187



(3)
130
Properties=species:S:1:pos:R:3:mulliken_charge:R:1 method="wB97M-V/def2-TZVPD" gap_ev=9.3 largest_force_ev_per_a=6.02 total_charge=+1 homo_energy_ev=-12.17 total_energy_ev=-74265.05554
C 3.9098 -4.5609 0.7988 -0.781
C 2.7338 -4.2672 1.8467 0.079
O 2.9247 -3.0571 2.6157 -0.384
P 2.2930 -1.6796 1.8742 0.848
O 2.8862 -0.4810 2.6263 -0.704
C 0.4297 -1.5057 1.9982 -0.612
C -0.3692 -1.6922 0.6426 -0.423
N -0.3854 -3.0969 0.1010 0.130
C 0.5593 -3.3346 -1.0472 0.836
C 0.1015 -4.4909 -2.0227 -0.236
F 1.2757 -5.0401 -2.6193 -0.276
O 2.7707 -1.4859 0.2572 -0.360
C 4.2094 -1.2521 0.1517 -0.518
C 4.6646 -1.9241 -1.2356 -0.857
H 4.7509 -3.8383 1.0276 0.179
H 3.5758 -4.4788 -0.2734 0.173
H 4.2889 -5.6225 0.9387 0.411
H 1.7173 -4.3476 1.3569 -0.239
H 2.7832 -5.1209 2.5957 0.432
H 0.0433 -2.1565 2.8513 0.641
H 0.2287 -0.4400 2.3385 -0.246
H -0.0640 -0.9321 -0.1419 -0.025
H -1.4537 -1.4389 0.8748 0.644
H -0.3010 -3.8149 0.8434 0.507
H -1.3368 -3.2362 -0.2911 0.534
H 1.6007 -3.5966 -0.6799 -0.755
H 0.6881 -2.3600 -1.6076 -0.161
H -0.5379 -4.1462 -2.8859 0.070
H -0.3564 -5.3324 -1.4279 0.381
H 4.7982 -1.6299 1.0342 0.400
H 4.3357 -0.1237 0.1285 0.423
H 5.4052 -2.7579 -1.0917 0.278
H 5.0691 -1.1194 -1.9094 0.290
H 3.7487 -2.3563 -1.7551 0.111
C -0.6204 -0.8877 -3.5959 -0.382
C -1.9843 -1.4393 -3.9947 -0.183
C -3.1458 -0.6021 -3.4536 -0.537
C -3.1017 -0.5807 -1.9589 0.307
N -3.0643 -0.5611 -0.7958 -0.535
H -0.4846 -0.8941 -2.5103 -0.262
H 0.1773 -1.4983 -4.0272 0.312
H -0.4936 0.1379 -3.9516 0.349
H -2.0708 -2.4701 -3.6340 0.164
H -2.0473 -1.4742 -5.0842 0.149
H -4.0985 -1.0268 -3.7762 0.423
H -3.0876 0.4225 -3.8288 0.279
C 1.5898 1.7369 6.0890 -0.502
C 2.1065 0.8232 7.1891 -0.598
C 2.4699 -0.5749 6.6835 -0.345
C 1.2634 -1.2340 6.0997 0.287
N 0.3157 -1.7492 5.6515 -0.597
H 0.6649 1.3549 5.6484 0.228
H 1.3716 2.7278 6.4921 -0.066
H 2.3307 1.8487 5.2919 0.268
H 1.3465 0.7475 7.9716 0.311
H 2.9891 1.2793 7.6424 0.374
H 2.8471 -1.1881 7.5048 0.394
H 3.2486 -0.5166 5.9189 0.259
C -0.4369 5.3070 7.6972 -0.312
C -0.6861 4.9063 9.1474 -0.600
C 0.5593 5.0449 10.0312 -0.438
C 1.6580 4.1633 9.5293 0.299
N 2.5121 3.4784 9.1389 -0.482
H 0.3071 4.6622 7.2218 -0.147
H -1.3576 5.2212 7.1157 0.125
H -0.0893 6.3363 7.6329 0.303
H -1.0458 3.8732 9.1734 0.385
H -1.4816 5.5340 9.5567 0.317
H 0.3243 4.7619 11.0596 0.332
H 0.9092 6.0797 10.0354 0.263
C 2.4609 -6.4721 -5.1122 -0.946
C 2.6228 -6.5956 -6.6224 -0.482
C 2.7328 -5.2356 -7.3159 -0.390
C 1.4931 -4.4371 -7.0653 0.200
N 0.5309 -3.8157 -6.8673 -0.379
H 1.5401 -5.9479 -4.8510 0.172
H 2.4133 -7.4609 -4.6514 0.372
H 3.3023 -5.9313 -4.6699 0.286
H 1.7716 -7.1503 -7.0272 0.291
H 3.5194 -7.1814 -6.8400 0.329
H 2.8589 -5.3692 -8.3923 0.303
H 3.5960 -4.6808 -6.9406 0.280
C 0.4496 -0.5461 -8.5220 -0.778
C 0.5575 0.9592 -8.3082 -0.622
C 0.0990 1.3956 -6.9145 -0.316
C -1.3365 1.0299 -6.7081 0.299
N -2.4547 0.7531 -6.5490 -0.531
H -0.5822 -0.8892 -8.4516 0.036
H 0.8120 -0.8148 -9.5136 0.429
H 1.0450 -1.0903 -7.7821 0.241
H -0.0373 1.4707 -9.0702 0.305
H 1.5968 1.2658 -8.4532 0.343
H 0.2073 2.4767 -6.8024 0.379
H 0.7045 0.9125 -6.1434 0.225
C -4.3127 -2.1733 -8.7594 -1.022
C -4.0093 -3.4269 -9.5734 -0.499
C -2.5204 -3.7813 -9.5873 -0.216
C -1.7357 -2.6656 -10.1960 0.283
N -1.1260 -1.7961 -10.6654 -0.522
H -3.8232 -1.2918 -9.1796 0.342
H -5.3864 -1.9753 -8.7529 0.380
H -3.9819 -2.2888 -7.7231 0.152
H -4.3642 -3.2800 -10.5974 0.301
H -4.5710 -4.2672 -9.1565 0.331
H -2.3543 -4.6902 -10.1693 0.343
H -2.1578 -3.9587 -8.5715 0.149
C -0.4243 2.9267 3.0468 -0.889
C -1.7934 2.3953 2.6424 -0.286
C -2.9378 3.2492 3.1901 -0.514
C -2.8875 3.2598 4.6861 0.259
N -2.8513 3.2655 5.8480 -0.466
H -0.2937 2.9117 4.1308 0.069
H 0.3665 2.3071 2.6163 0.258
H -0.2808 3.9523 2.6963 0.401
H -1.8971 1.3651 2.9986 0.226
H -1.8579 2.3650 1.5508 0.346
H -3.8998 2.8441 2.8691 0.319
H -2.8629 4.2750 2.8216 0.316
C -3.2525 8.3681 6.3074 -0.961
C -3.6876 8.9153 7.6627 -0.413
C -2.5765 9.6882 8.3778 -0.467
C -1.4079 8.7908 8.6246 0.267
N -0.4993 8.0934 8.8149 -0.447
H -2.4361 7.6487 6.4070 0.199
H -4.0829 7.8508 5.8225 0.318
H -2.9219 9.1745 5.6468 0.313
H -4.0226 8.0842 8.2900 0.285
H -4.5462 9.5768 7.5208 0.307
H -2.9386 10.0702 9.3345 0.282
H -2.2507 10.5392 7.7751 0.276



(4)
56
Properties=species:S:1:pos:R:3:mulliken_spin:R:1 method="wB97M-V/def2-TZVPD" spin_multiplicity=3 s2=2.0396 gap_ev="4.2 / 5.6" largest_force_ev_per_a=2.67 total_charge=-2 homo_energy_ev="0.09 / -1.52" relative_energy_kj_mol=0.0 total_energy_ev=-55119.27913
C 4.3285 2.1407 -2.9646 0.135
I 2.2160 -1.4777 -3.8002 0.226
H 4.8218 1.2045 -2.6701 -0.005
H 4.8559 3.0457 -2.6242 -0.010
H 4.3752 2.1813 -4.0744 -0.019
C -0.6204 -3.1667 -2.4395 0.001
C 0.3695 -3.6899 -1.6822 0.009
N 0.9790 -2.6275 -1.0166 0.007
C 0.4618 -1.4419 -1.4713 0.035
N -0.5700 -1.7942 -2.2961 0.014
H -1.3660 -3.6792 -3.0348 -0.001
H 0.7101 -4.6989 -1.5839 0.000
C 1.0635 3.1323 1.4518 0.007
C 1.6086 1.6085 -0.1485 0.041
N 0.6494 2.4742 0.3049 0.036
H 2.9560 2.9468 2.5352 0.000
N 2.5937 1.7293 0.7841 0.048
H 0.4690 3.8731 1.9534 -0.002
Au 1.8185 0.3267 -1.8268 0.325
C 2.8793 2.0358 -2.6968 0.144
O 2.0741 2.9136 -2.9794 0.006
C 2.2840 2.6754 1.7442 0.005
C 3.8560 1.0385 0.7927 -0.002
H 4.0290 0.5973 1.7810 -0.002
H 4.6709 1.7517 0.6119 0.002
H 3.8822 0.2568 0.0253 0.002
C -0.6498 2.7809 -0.2614 0.001
H -0.7991 3.8729 -0.2163 0.001
H -1.4494 2.3184 0.3473 0.005
H -0.6997 2.4360 -1.2970 -0.004
C -1.4199 -0.8509 -2.9925 0.008
H -1.8741 -1.3367 -3.8722 -0.001
H -0.8232 0.0162 -3.3200 0.002
H -2.2310 -0.5268 -2.3129 0.001
C 2.3175 -2.7948 -0.5126 0.008
H 2.5901 -1.9641 0.1378 -0.002
H 3.0271 -2.8743 -1.3470 0.000
H 2.3431 -3.7312 0.0507 0.000
O 0.5956 -0.5229 1.8772 0.001
C -0.4149 -0.5232 1.1322 -0.004
O -0.4433 -0.4813 -0.1665 -0.041
C -1.8099 -0.4910 1.7109 -0.105
C -2.9513 -0.4914 0.8885 0.220
C -4.2410 -0.5986 1.4604 -0.012
C -4.3892 -0.6765 2.8566 0.071
C -3.2477 -0.6190 3.6759 0.006
C -1.9608 -0.4934 3.1002 0.167
N -3.4160 -0.7250 5.0914 0.186
O -4.5802 -0.8475 5.5321 0.196
O -2.4127 -0.7034 5.8285 0.197
N -5.3957 -0.6309 0.6015 0.003
O -5.2180 -0.5179 -0.6321 -0.012
O -6.5278 -0.7500 1.1163 0.008
H -2.8542 -0.4261 -0.1862 0.046
H -5.3813 -0.7734 3.3035 0.020
H -1.0790 -0.4303 3.7306 0.031



(5)
14
Properties=species:S:1:pos:R:3:nbo_charge:R:1 method="wB97M-V/def2-TZVPD" gap_ev="7.8 / 7.8" largest_force_ev_per_a=2.52 total_charge=-1 homo_energy_ev="-4.10 / -4.10" relative_energy_kj_mol=16.8 total_energy_ev=-16841.89034
C 0.1649 -1.6983 -0.5242 -0.670
C 0.0314 -0.1760 -0.5132 0.625
N -1.2168 0.1206 -0.2319 -0.471
N 1.0193 0.3447 1.4649 0.314
N -1.6243 1.3701 -0.0551 0.629
O 0.4283 -0.0274 2.5016 -0.515
O -0.8822 2.3147 -0.1900 -0.482
O 2.1870 0.7445 1.4496 -0.507
O -2.8294 1.4963 0.1488 -0.450
O 0.9537 0.4011 -1.2804 -0.668
H 1.2330 -1.8291 -0.7076 0.210
H -0.0191 -2.1857 0.5294 0.252
H -0.3066 -2.2420 -1.3674 0.220
H 0.8608 1.3665 -1.2245 0.513



(6)
18
Properties=species:S:1:pos:R:3:nbo_charge:R:1 method="wB97M-V/def2-TZVPD" gap_ev=9.4 largest_force_ev_per_a=8.18 homo_energy_ev=-8.67 relative_energy_kj_mol=242.1 total_energy_ev=-12877.43086
C 2.3431 0.9789 -0.3873 -0.144
C 3.0851 -0.1799 0.0005 -0.300
C 2.3681 -1.2555 0.3198 0.035
C 0.3311 -0.2961 -0.0625 0.194
C 0.9337 0.9350 -0.4349 -0.300
C -1.1877 -0.3620 -0.0062 0.322
C -3.2081 0.3213 0.3761 -0.099
C -3.1020 -0.7183 -0.5261 -0.103
H 3.1490 1.8835 -0.6871 0.230
H 4.2513 -0.2220 -0.0381 0.236
H 2.8166 -2.3241 0.8197 0.204
H 0.5749 1.9398 -0.6163 0.236
H -1.5151 1.2927 1.1584 0.406
H -4.0871 0.9824 0.8335 0.229
H -3.9860 -1.1477 -0.9780 0.201
N 0.9926 -1.3534 0.3024 -0.399
N -1.9137 0.6091 0.6470 -0.523
N -1.8459 -1.0836 -0.7209 -0.426